Entry 1:
Entry from OMol25: an isolated ion of composition C3H2NO2S and charge -1 in a non-equilibrium geometry (ωB97M-V with the def2-TZVPD basis set).

Each line ends with the Löwdin charge.
Atoms and positions in Å:
C  0.433  -1.234  -0.060  -0.56
C  -1.492  0.106  0.178  -0.86
C  1.558  1.216  0.397  -0.33
N  -0.635  -1.097  0.547  0.08
O  -1.101  1.242  0.435  -0.06
O  -2.441  -0.293  -0.386  0.03
S  1.416  0.042  -0.861  0.72
H  0.697  -2.258  -0.295  0.05
H  1.566  2.276  0.044  -0.07

LUMO level = 3.35 eV
net charge = -1
energy = -718.8595 Eh
E_HOMO = -3.8 eV
largest force on an atom = 4.97 eV Å⁻¹
energy relative to the best compared isomer or geometry (same formula, charge and spin) = 93.2 kcal/mol



Entry 2:
Entry from OMol25: an isolated ion of composition C3H2NO2S and charge -1 in a non-equilibrium geometry (ωB97M-V with the def2-TZVPD basis set).

Each line ends with the Löwdin charge.
Atoms and positions in Å:
O  -1.930  -0.114  0.242  -0.09
C  -0.689  -0.052  0.251  -0.67
C  0.292  -0.990  0.317  0.04
C  1.822  0.117  0.112  -0.84
S  3.406  -0.238  0.048  0.50
O  1.279  1.318  0.046  -0.14
N  -0.118  1.286  0.266  0.04
H  0.392  -2.043  0.248  0.03
H  -0.570  1.960  -0.344  0.12

LUMO level = 3.55 eV
net charge = -1
energy = -718.8856 Eh
E_HOMO = -3.5 eV
largest force on an atom = 6.20 eV Å⁻¹
energy relative to the best compared isomer or geometry (same formula, charge and spin) = 76.9 kcal/mol
SMILES = [O-]c1cc(=S)o[nH]1



Entry 3:
Entry from OMol25: an isolated ion of composition C3H2NO3 and charge -1 in a non-equilibrium geometry (ωB97M-V with the def2-TZVPD basis set).

Each line ends with the Löwdin charge.
Atoms and positions in Å:
H  -0.213  2.159  0.160  0.02
N  -0.223  1.702  1.082  0.05
C  -0.347  0.474  1.174  -0.66
O  -0.800  -0.254  2.050  -0.08
C  0.425  -0.731  -0.032  -0.03
O  -0.611  -1.440  -0.891  0.02
C  0.238  -0.513  -1.445  -0.50
O  0.362  -0.022  -2.530  0.07
H  1.169  -1.374  0.432  0.10

LUMO level = 4.02 eV
net charge = -1
energy = -395.9691 Eh
E_HOMO = -3.8 eV
largest force on an atom = 4.52 eV Å⁻¹
energy relative to the best compared isomer or geometry (same formula, charge and spin) = 66.9 kcal/mol
SMILES = [H]/N=C(/[O-])[C@H]1OC1=O



Entry 4:
Entry from OMol25: C3H2NO3S as an isolated structure in a non-equilibrium geometry (ωB97M-V with the def2-TZVPD basis set).

Each line ends with the Löwdin charge.
Atoms and positions in Å:
C  2.237  0.789  -0.559  -0.38
C  0.327  0.470  0.883  -0.10
C  1.460  0.957  0.468  -0.15
N  3.113  0.964  -1.305  0.09
O  -2.498  -1.106  0.730  -0.33
O  -1.053  -1.841  -0.990  -0.35
O  -1.731  0.511  -1.021  -0.31
S  -1.542  -0.687  -0.275  0.43
H  -0.086  -0.463  0.195  0.01
H  -0.227  0.406  1.873  0.09

LUMO level (spin up / spin down) = 3.29 / 3.29 eV
net charge = -1
energy = -794.0930 Eh
E_HOMO (spin up / spin down) = -4.4 / -4.4 eV
largest force on an atom = 6.31 eV Å⁻¹
energy relative to the best compared isomer or geometry (same formula, charge and spin) = 103.2 kcal/mol